{"formula": "C19H37F2InNO8S3", "method": "the ωB97M-V functional and the def2-TZVPD basis", "energy_ev": -81286.066, "charge": -1, "e_homo_ev": -4.029, "max_force_ev_per_a": 3.466, "species": ["C", "C", "C", "C", "C", "In", "N", "C", "O", "F", "C", "O", "F", "H", "H", "H", "H", "H", "H", "H", "H", "H", "H", "H", "H", "H", "C", "C", "C", "S", "O", "O", "C", "H", "H", "H", "H", "H", "H", "H", "H", "C", "C", "C", "S", "O", "O", "C", "H", "H", "H", "H", "H", "H", "H", "H", "C", "C", "C", "S", "O", "O", "C", "H", "H", "H", "H", "H", "H", "H", "H"], "positions_angstrom": [[0.87, 3.48, 0.07], [2.02, 2.66, 0.68], [2.47, 1.52, -0.25], [1.67, 0.18, -0.10], [2.58, -0.85, 0.62], [-0.24, 0.30, 1.07], [-1.95, 0.99, -0.21], [-2.83, -0.04, -0.44], [-3.29, -0.77, 0.33], [-3.20, -0.20, -1.73], [-2.66, 2.03, 0.37], [-3.35, 2.73, -0.26], [-2.58, 2.25, 1.67], [1.18, 3.89, -0.92], [-0.02, 2.88, -0.13], [0.63, 4.29, 0.75], [2.87, 3.36, 0.77], [1.80, 2.31, 1.69], [2.44, 1.82, -1.30], [3.52, 1.32, 0.00], [1.42, -0.19, -1.11], [2.82, -0.41, 1.60], [3.51, -1.03, 0.09], [2.00, -1.74, 0.81], [-0.15, 1.21, 2.59], [-0.66, -1.37, 1.49], [-4.13, -3.51, 4.56], [-3.59, -3.25, 5.98], [-2.22, -2.59, 5.84], [-2.25, -1.71, 4.27], [-1.31, -2.33, 3.38], [-2.25, -0.29, 4.52], [-3.89, -2.22, 3.79], [-5.18, -3.78, 4.57], [-3.57, -4.33, 4.10], [-4.27, -2.58, 6.51], [-3.53, -4.17, 6.56], [-2.02, -1.89, 6.64], [-1.42, -3.33, 5.79], [-3.93, -2.35, 2.71], [-4.59, -1.44, 4.10], [-2.99, 4.93, -3.06], [-2.49, 5.98, -4.07], [-1.12, 6.46, -3.58], [-0.40, 5.10, -2.65], [-0.29, 5.50, -1.28], [0.71, 4.55, -3.39], [-1.81, 4.01, -2.80], [-3.85, 4.39, -3.44], [-3.28, 5.43, -2.13], [-2.39, 5.51, -5.05], [-3.18, 6.81, -4.17], [-0.45, 6.71, -4.41], [-1.21, 7.32, -2.91], [-1.91, 3.41, -1.90], [-1.63, 3.36, -3.66], [4.23, -5.31, -3.34], [4.91, -5.80, -2.05], [5.12, -4.57, -1.15], [3.82, -3.41, -1.58], [4.43, -2.24, -2.17], [2.89, -3.31, -0.49], [3.10, -4.39, -2.89], [3.86, -6.14, -3.94], [4.95, -4.75, -3.95], [4.26, -6.52, -1.55], [5.85, -6.30, -2.26], [5.04, -4.82, -0.10], [6.08, -4.09, -1.35], [2.73, -3.74, -3.68], [2.28, -4.96, -2.46]]}